1.
ORCA calculation (the ωB97M-V functional and the def2-TZVPD basis) on the molecule C15H21N3O4.

The energy relative to the best compared isomer or geometry (same formula, charge and spin) comes out at 105.83 kcal per mole. The total charge is 0. The structure (SMILES) is CCCCCCCC(=O)NNC(=O)c1ccc([N+](=O)[O-])cc1. The highest occupied orbital energy is -9.4 eV. For the LUMO energy, the calculation gives -0.97 eV. The frontier orbital gap comes out at 8.4 eV.

Each line ends with the Löwdin charge.
CARTESIAN COORDINATES (ANGSTROEM)
O  7.7019  -1.0925  0.9337  0.088
O  7.4137  -1.4462  -1.1655  0.087
O  -0.9690  0.4719  -1.9518  0.066
O  1.9031  2.6294  1.0383  0.072
N  7.0696  -0.9953  -0.0949  -0.362
N  1.1715  1.4773  -0.7400  0.105
N  -0.0888  2.0602  -0.6507  0.103
C  -3.4632  -3.3551  -0.8182  -0.111
C  2.1108  1.7841  0.1849  -0.431
C  -4.1860  -2.8730  0.4343  -0.270
C  5.8094  -0.2906  -0.0405  -0.142
C  3.3959  1.0430  0.0568  -0.119
C  -1.1421  1.4458  -1.2457  -0.494
C  3.8410  0.4996  -1.1477  -0.005
C  -2.7076  0.6673  1.1300  -0.210
C  4.1802  0.9285  1.2042  0.010
C  -3.4885  -0.4214  0.3967  -0.218
C  -2.8652  2.0545  0.5039  -0.197
C  -3.4456  -1.7460  1.1557  -0.227
C  5.0490  -0.1672  -1.1975  0.019
C  5.3855  0.2584  1.1636  0.025
C  -2.4743  2.1039  -0.9797  -0.109
H  5.4179  -0.5945  -2.1175  0.122
H  -3.0497  0.7190  2.1667  0.115
H  -4.2957  -3.7152  1.1218  0.102
H  -2.4046  -2.0417  1.3065  0.115
H  -1.6501  0.3916  1.1509  0.113
H  1.1650  0.6628  -1.3442  0.144
H  -2.4284  3.1436  -1.3101  0.122
H  -4.5287  -0.1074  0.2804  0.124
H  -3.3779  -2.5606  -1.5545  0.064
H  -3.2203  1.5856  -1.5817  0.121
H  -0.1453  2.7721  0.0673  0.149
H  -3.0605  -0.5623  -0.5950  0.093
H  -3.9063  2.3720  0.5910  0.114
H  -2.4615  -3.6986  -0.5690  0.073
H  -2.2595  2.7657  1.0708  0.105
H  -3.8937  -1.6021  2.1425  0.110
H  -5.1893  -2.5321  0.1687  0.104
H  6.0052  0.1543  2.0409  0.123
H  -4.0054  -4.1814  -1.2722  0.067
H  3.8238  1.3774  2.1185  0.124
H  3.2639  0.6154  -2.0519  0.117

Forces on atoms 1 to 3 (eV/Å):
O 0.1863 -0.0439 0.2304
O 0.1273 -0.1280 -0.2402
O 0.0434 -0.3803 -0.1630


2.
ORCA calculation (the ωB97M-V functional and the def2-TZVPD basis) on C36H24BBiBrF12N5O3 as an isolated structure.

The total charge is -2. The highest occupied orbital energy is -2.7 eV. For the LUMO energy, the calculation gives 3.73 eV. The frontier orbital gap comes out at 6.4 eV.

Each line ends with the Löwdin charge.
CARTESIAN COORDINATES (ANGSTROEM)
Bi  1.1773  1.1240  1.1902  1.978
Br  -4.5422  0.8883  -5.1338  0.678
F  3.3766  -3.1233  -0.5266  0.144
F  -3.9437  2.5256  -0.5407  0.115
F  -2.0145  3.4246  -0.8586  0.149
F  -2.6820  3.5157  2.0118  0.150
F  4.8815  -2.5085  2.0456  0.109
F  4.7661  -0.8602  0.6560  0.146
F  -2.4181  1.4679  -1.6693  0.129
F  -2.2290  1.6839  3.0835  0.153
F  1.3361  -3.3910  0.1692  0.144
F  4.1840  -0.5585  2.7121  0.136
F  2.9866  -4.2112  1.3061  0.117
F  -4.0970  1.8708  2.0062  0.122
O  2.3107  3.0290  -0.4270  -0.111
O  2.2171  -0.8493  0.4068  -0.294
O  -0.7431  2.0826  0.7937  -0.315
N  -0.1105  -0.5606  1.7394  -0.124
N  2.2818  2.1269  -5.8069  0.037
N  0.9007  0.8278  -1.2730  0.025
N  0.9160  1.5740  3.5687  -0.021
N  1.3152  1.7082  -6.5121  0.014
C  -3.0516  -2.6015  0.8739  -0.054
C  -2.2667  0.0796  0.7265  -0.075
C  -2.0115  1.5967  0.7183  -0.347
C  1.0432  2.1694  4.5540  -0.226
C  1.7914  -1.9063  2.5960  -0.072
C  2.5956  -3.1339  0.5714  -0.523
C  -2.6801  1.1084  -5.4831  -0.693
C  0.2599  -0.2502  -1.6731  -0.111
C  -2.0826  0.3326  -6.4624  -0.146
C  -0.7420  0.5149  -6.7450  -0.051
C  0.4991  -1.3642  2.7156  -0.278
C  -1.8190  -2.2070  1.3375  -0.018
C  3.2554  3.3403  -2.5579  -0.029
C  -5.2679  -2.0893  -0.2400  -0.066
C  0.9797  0.0665  -3.9215  -0.011
C  -2.6100  2.2562  -0.5887  -0.518
C  3.2423  3.0376  -3.8903  -0.039
C  -0.6092  2.2184  -5.0517  -0.024
C  0.3486  -2.3158  4.9487  -0.041
C  1.5974  1.5701  -2.1546  -0.123
C  2.3153  -2.6499  3.6562  0.004
C  2.6303  -1.7606  1.3109  -0.400
C  1.6101  1.2611  -3.5318  -0.111
C  -1.3781  -0.8614  1.3005  -0.246
C  2.3843  2.6971  -1.6241  -0.385
C  0.3044  -0.6870  -2.9968  -0.007
C  1.6197  -2.8696  4.8320  -0.271
C  2.3489  2.0985  -4.4462  -0.282
C  -3.9263  -1.6771  0.3128  -0.283
C  -1.9537  2.0512  -4.7763  -0.121
C  0.0276  1.4591  -6.0501  -0.336
C  -0.1891  -1.5784  3.9195  -0.020
C  2.2416  -3.6600  5.9550  -0.062
C  -2.7708  2.1737  1.9600  -0.530
C  -3.5049  -0.3613  0.2523  -0.002
C  4.1251  -1.4312  1.6841  -0.526
B  1.2445  2.9823  5.8732  -0.456
H  -2.4227  2.6410  -4.0001  0.096
H  -5.1877  -2.3567  -1.2979  0.074
H  3.8696  3.5794  -4.5889  0.103
H  -2.6654  -0.4017  -7.0024  0.090
H  -5.9878  -1.2740  -0.1574  0.070
H  -0.1797  -1.6139  -3.2719  0.111
H  1.2766  4.1539  5.5541  -0.011
H  0.3286  2.7569  6.6358  -0.015
H  -5.6591  -2.9557  0.2962  0.065
H  -0.2563  -0.0700  -7.5164  0.105
H  1.0497  -0.2686  -4.9468  0.110
H  2.3072  2.6309  6.3480  -0.013
H  3.9062  4.1110  -2.1650  0.100
H  -3.3370  -3.6472  0.9370  0.104
H  -1.1672  -1.1249  4.0231  0.123
H  2.7533  -4.5444  5.5719  0.071
H  -0.2742  -0.8096  -0.9175  0.104
H  -0.2141  -2.4465  5.8673  0.106
H  2.9769  -3.0531  6.4895  0.078
H  1.4834  -3.9781  6.6715  0.065
H  3.3026  -3.0829  3.5649  0.115
H  -4.1934  0.3534  -0.1753  0.113
H  -1.1383  -2.9487  1.7315  0.111
H  -0.0415  2.9539  -4.4973  0.123

Forces on atoms 1 to 3 (eV/Å):
Bi -0.0715 0.0887 -0.7502
Br 0.0946 0.0006 0.0306
F -0.1184 -0.0479 0.1706


3.
ORCA calculation (the ωB97M-V functional and the def2-TZVPD basis) on the molecule C2H7N5O.

The energy relative to the best compared isomer or geometry (same formula, charge and spin) comes out at 11.81 kcal per mole. The total charge is 0. The structure (SMILES) is [H]/N=C(\N)N/C(N)=N\O. The highest occupied orbital energy is -8.2 eV. For the LUMO energy, the calculation gives 0.74 eV. The frontier orbital gap comes out at 8.9 eV.

Each line ends with the Löwdin charge.
CARTESIAN COORDINATES (ANGSTROEM)
O  1.0413  0.6319  2.4179  -0.131
N  1.5279  -0.5986  -1.7346  0.099
N  -0.8870  -0.5530  -1.7648  0.102
N  -0.3742  0.7344  2.2534  0.016
N  -1.9152  0.5994  0.5078  0.129
N  0.3698  0.2493  0.0640  0.125
C  0.2226  -0.3608  -1.1780  -0.491
C  -0.6380  0.5022  0.9983  -0.449
H  2.2166  -0.9299  -1.0533  0.089
H  1.1993  0.9625  3.3191  0.093
H  1.5165  -1.2636  -2.4996  0.082
H  -2.1172  0.0687  -0.3381  0.054
H  -2.6102  0.5503  1.2378  0.096
H  1.2915  0.3324  0.4861  0.124
H  -0.8438  -0.9251  -2.7160  0.062

Forces on atoms 1 to 3 (eV/Å):
O 0.3145 0.1768 0.7004
N -0.6022 -0.4340 0.4815
N -0.2576 0.0633 0.0200


4.
ORCA calculation (the ωB97M-V functional and the def2-TZVPD basis) on a 5-piece molecular cluster, H11NO4 overall.

The energy relative to the best compared isomer or geometry (same formula, charge and spin) comes out at 24.90 kcal per mole. The total charge is 0. The structure (SMILES) is N.O.O.O.O. The highest occupied orbital energy is -9.8 eV. For the LUMO energy, the calculation gives 0.37 eV. The frontier orbital gap comes out at 10.2 eV.

Each line ends with the Löwdin charge.
CARTESIAN COORDINATES (ANGSTROEM)
O  1.0090  -2.1746  -1.4178  -0.057
O  0.4411  2.2080  -1.3796  -0.089
O  -0.7188  -0.7562  1.9406  -0.048
O  1.8595  0.3357  2.0121  -0.070
N  -1.6082  0.2454  -0.9642  0.041
H  0.8996  0.2609  1.9030  -0.021
H  -1.6074  -0.3019  -0.1201  -0.011
H  -0.8072  -0.4169  2.8410  0.066
H  -2.3283  0.9049  -1.1479  0.015
H  1.2213  -1.4739  -0.7970  0.023
H  -0.2927  -1.6043  2.1036  0.067
H  0.1403  1.6186  -0.6820  -0.015
H  1.3800  -1.9795  -2.2790  0.034
H  2.0913  1.2149  1.7033  0.034
H  -0.3026  2.2744  -1.9769  0.010
H  -1.3769  -0.3556  -1.7390  0.020

Forces on atoms 1 to 3 (eV/Å):
O -0.4836 -0.5431 0.2216
O 0.7903 0.5311 0.1079
O 0.0151 -0.0139 0.4966


5.
ORCA calculation (the ωB97M-V functional and the def2-TZVPD basis) on the molecule C7H10N2O2S2.

The energy relative to the best compared isomer or geometry (same formula, charge and spin) comes out at 22.37 kcal per mole. The total charge is 0. The highest occupied orbital energy is -7.7 eV. For the LUMO energy, the calculation gives -0.31 eV. The frontier orbital gap comes out at 7.4 eV.

Each line ends with the Löwdin charge.
CARTESIAN COORDINATES (ANGSTROEM)
S  0.4078  -2.1885  -1.0710  0.970
S  -2.0879  -2.3949  0.3789  0.954
O  -3.7560  0.8048  -1.2644  0.033
O  -1.9067  2.0803  -1.0191  0.016
N  -0.9301  -0.1348  0.2945  -0.121
N  1.2681  -0.2424  0.6193  -0.112
C  1.4076  -0.7987  -1.6889  -0.401
C  -3.1326  -0.9446  0.7509  -0.363
C  2.1926  -0.2722  -0.5009  -0.272
C  -2.7284  1.2240  -0.8041  -0.657
C  -2.2354  0.2666  0.5951  -0.228
C  0.2127  0.7225  0.4978  -0.145
C  -0.6778  -1.3961  0.0266  -0.803
H  1.7830  -0.1415  1.4865  0.133
H  2.9979  -0.9652  -0.2520  0.121
H  0.7276  -0.0590  -2.1118  0.089
H  0.3191  1.4318  -0.3313  0.134
H  2.0447  -1.1985  -2.4741  0.084
H  -2.2552  0.9644  1.4329  0.143
H  2.6277  0.7107  -0.7341  0.124
H  -3.5490  -1.0544  1.7509  0.078
H  -3.9401  -0.8941  0.0112  0.074
H  0.0457  1.2958  1.4159  0.150

Forces on atoms 1 to 3 (eV/Å):
S 0.1936 -0.0216 -0.2023
S 0.2132 0.1272 0.0181
O -1.2901 -0.1705 -0.8346


6.
ORCA calculation (the ωB97M-V functional and the def2-TZVPD basis) on a 2-piece molecular cluster, C2H9N3 overall.

The energy relative to the best compared isomer or geometry (same formula, charge and spin) comes out at 25.64 kcal per mole. The total charge is 0. The structure (SMILES) is [H]/N=C/N.CN. The highest occupied orbital energy is -9.2 eV. For the LUMO energy, the calculation gives 0.81 eV. The frontier orbital gap comes out at 10.0 eV.

Each line ends with the Löwdin charge.
CARTESIAN COORDINATES (ANGSTROEM)
N  1.5947  0.7823  -0.1592  0.057
N  -2.1961  0.6728  1.2437  -0.070
N  2.2125  0.2551  -2.3002  0.037
C  -2.0921  -0.7803  1.0382  -0.211
C  2.1160  -0.1008  -1.0682  -0.385
H  1.7860  1.7595  -0.3034  0.090
H  -2.8172  -1.3581  1.6123  0.054
H  -2.3146  -1.0513  -0.0098  0.064
H  -2.8374  1.1487  0.6274  0.051
H  1.8579  0.5545  0.7917  0.082
H  2.4961  -1.1124  -0.9018  0.113
H  -1.2637  1.0206  1.0216  0.035
H  -1.1290  -1.2609  1.2347  0.061
H  2.5868  -0.5296  -2.8270  0.021

Forces on atoms 1 to 3 (eV/Å):
N 0.3319 -0.8260 1.8056
N 1.5462 -0.4419 0.5958
N -0.1243 -0.0957 0.5619


7.
ORCA calculation (the ωB97M-V functional and the def2-TZVPD basis) on a 2-piece molecular cluster, C4H9N2OS3 overall.

The energy relative to the best compared isomer or geometry (same formula, charge and spin) comes out at 32.58 kcal per mole. The total charge is +1. The highest occupied orbital energy is -11.7 eV. For the LUMO energy, the calculation gives -3.31 eV. The frontier orbital gap comes out at 8.4 eV.

Each line ends with the Löwdin charge.
CARTESIAN COORDINATES (ANGSTROEM)
S  1.8420  0.5347  -0.8263  0.798
S  0.8954  -1.9517  0.5464  0.844
S  3.7900  -1.0473  0.9086  0.817
O  -4.3749  1.6069  0.9569  0.005
N  -3.1668  0.9247  1.0425  0.004
N  -2.4026  1.8321  -0.9336  0.196
C  0.6446  -0.4639  -0.1363  -0.873
C  3.4426  -0.2106  -0.7524  -0.740
C  -2.2021  1.0094  0.1176  -0.066
C  2.6325  -2.3545  0.5606  -0.832
H  -3.2506  2.2641  -1.0945  0.089
H  3.5157  -0.9638  -1.5522  0.055
H  4.0684  0.6815  -0.6959  0.034
H  -1.1294  0.6001  0.1274  0.082
H  -5.1336  1.1354  0.5122  0.162
H  -1.6671  1.7234  -1.6481  0.147
H  -3.1401  0.5389  1.9987  0.190
H  2.8706  -2.8498  -0.4657  0.095
H  2.7656  -3.0096  1.3341  -0.008

Forces on atoms 1 to 3 (eV/Å):
S -1.9666 -0.3605 0.5592
S -0.8400 0.6736 0.0571
S -0.5084 0.7605 -1.6372


8.
ORCA calculation (the ωB97M-V functional and the def2-TZVPD basis) on C26H38F6N3O2PSSbTeW as an isolated structure.

As for the spin multiplicity: 2. The total charge is +2. The highest occupied orbital energy (spin up / spin down) is -14.0 / -14.0 eV. For the LUMO energy (spin up / spin down), the calculation gives -8.90 / -8.91 eV. The frontier orbital gap (spin up / spin down) comes out at 5.1 / 5.1 eV.

Each line ends with the Mulliken spin population.
CARTESIAN COORDINATES (ANGSTROEM)
W  -0.1488  0.3418  1.2810  -0.006
Te  -0.7202  -1.3481  -0.6890  1.112
Sb  -0.6599  2.0148  4.2949  0.000
S  0.0082  1.8787  -1.9109  0.001
P  3.0301  -0.8082  0.7815  0.011
F  1.0996  2.1935  4.7783  0.000
F  -0.8559  0.4112  5.1500  0.000
F  0.7552  -0.4455  2.7155  -0.005
F  -1.5037  -0.5948  2.1479  0.004
F  0.9265  1.8236  1.8031  -0.007
F  -1.5223  1.6272  1.4934  -0.010
O  0.0508  1.6179  -0.4097  0.000
O  1.6405  -0.2358  0.3294  -0.210
N  3.6493  0.0412  2.0030  0.013
N  4.0152  -0.5784  -0.5044  0.011
N  2.9084  -2.3775  1.1564  0.007
C  2.3347  4.6017  -1.3491  0.001
C  3.1607  2.3832  -4.1747  0.000
C  1.0236  1.5498  -4.8970  0.003
C  1.6446  1.4053  -2.4503  0.021
C  1.3281  1.9043  -6.2027  0.000
C  2.7406  5.4497  0.8625  0.001
C  2.5500  2.4943  -6.4971  0.000
C  2.2486  -4.4422  2.1759  0.002
C  3.9271  -0.4240  3.3806  -0.001
C  3.6707  -1.2206  -1.7953  0.021
C  1.4344  5.1348  1.2180  -0.001
C  0.1024  3.6703  -1.9981  0.000
C  3.6161  -3.9966  2.6900  0.000
C  4.9435  -1.9432  -2.2111  0.006
C  3.4685  2.7260  -5.4841  0.000
C  6.0372  -1.0162  -1.6929  0.000
C  4.0065  1.4756  1.8736  0.000
C  5.4987  -0.5189  -0.3527  0.001
C  4.1172  -3.1473  1.5370  -0.001
C  1.7150  -3.2348  1.3792  0.005
C  1.0281  4.2828  -0.9950  -0.003
C  3.1902  5.1830  -0.4230  -0.001
C  1.9361  1.7958  -3.8743  0.002
C  0.5832  4.5471  0.2963  0.004
C  4.7163  0.7325  4.0204  0.000
C  5.1578  1.6138  2.8534  -0.001
H  4.1982  5.4470  -0.7118  0.000
H  6.9957  -1.5165  -1.5710  0.000
H  5.0048  -2.9205  -1.7293  0.000
H  1.5655  -4.7266  2.9726  0.000
H  2.8198  -1.8955  -1.6755  -0.004
H  4.9911  -2.0925  -3.2878  0.000
H  4.9545  -2.4933  1.7792  0.000
H  4.0735  1.2991  4.6952  0.000
H  0.6145  1.7117  -6.9918  0.000
H  6.1795  -0.1818  -2.3809  0.000
H  6.0824  1.2381  2.4127  0.000
H  4.2787  -4.8291  2.9156  0.000
H  2.6736  4.4266  -2.3626  0.000
H  2.7843  2.7730  -7.5148  0.000
H  0.4165  3.8333  -3.0330  0.000
H  5.8212  0.4981  -0.1348  0.001
H  2.3670  -5.3010  1.5156  0.000
H  4.4207  -3.7834  0.7002  0.000
H  -0.4408  4.3153  0.5665  0.001
H  3.3957  5.9296  1.5764  0.000
H  0.0738  1.0726  -4.6861  0.001
H  3.5091  -3.3820  3.5852  0.000
H  4.5108  -1.3429  3.3661  0.000
H  3.8782  2.5670  -3.3842  0.000
H  4.2569  1.7194  0.8446  0.000
H  4.4265  3.1735  -5.7121  0.000
H  1.0777  5.3670  2.2136  0.000
H  1.2915  -3.5528  0.4291  0.005
H  -0.9288  4.0059  -1.8911  0.000
H  3.4113  -0.4639  -2.5377  -0.004
H  2.3342  1.8461  -1.7255  0.001
H  1.6469  0.3235  -2.3063  0.009
H  2.9979  -0.6214  3.9185  0.001
H  3.1613  2.1008  2.1748  0.002
H  5.3179  2.6481  3.1518  0.000
H  5.8420  -1.1552  0.4622  0.000
H  5.5572  0.3593  4.6004  0.000
H  0.9482  -2.7044  1.9372  0.008

Forces on atoms 1 to 3 (eV/Å):
W 0.7526 -0.7356 -3.1327
Te -0.2906 -0.1371 0.2492
Sb -0.2997 0.6842 -0.6374


Values for calculated total energy, Ha, ordered as above
-1049.33642 -5897.80037 -429.40465 -362.29831 -1329.04421 -245.83081 -1536.74467 -3242.04775